Formula: C25H27BClN7O4S4Zr
Source: the OMol25 dataset
Level of theory: wB97M-V/def2-TZVPD

```
70
Properties=species:S:1:pos:R:3:nbo_charge:R:1
Zr -0.20177 -0.49182 0.74376 1.802
Cl -0.66472 -3.52749 -0.69627 -0.108
S -0.13485 1.92977 2.03406 -0.218
S -2.86065 -0.48727 1.36680 -0.278
S 2.47312 3.12613 2.99800 0.321
S -1.13541 1.56150 -0.91369 -0.230
O 5.22549 1.51368 -3.59008 -0.488
O 6.30612 -0.47432 -4.04339 -0.475
O 1.46909 0.44923 -0.19890 -0.749
O 1.67324 -1.69337 0.10075 -0.715
N -1.91671 0.34400 -3.22588 -0.354
N -0.50059 -2.34372 2.30303 -0.525
N -3.56988 0.67500 -1.84500 -0.479
N -4.03017 1.82238 0.50314 -0.476
N 2.08613 0.61487 2.86732 -0.402
N -3.35963 1.90778 2.57510 -0.338
N 1.28564 -0.45010 2.59413 -0.314
C -1.29398 -4.54894 2.74801 -0.252
C 3.60773 0.56748 -1.99208 -0.223
C -2.90395 1.49315 3.88790 -0.405
C 2.09099 -0.63880 -0.44893 0.792
C 5.30786 -0.69320 -3.14359 0.257
C -0.60391 0.40608 -3.83666 -0.414
C -1.46401 -3.25969 2.26501 0.131
C 6.28737 0.92536 -4.33415 0.235
C -2.25335 0.84591 -2.00882 0.298
C -0.05597 -4.91660 3.23774 -0.127
C -0.93771 -1.74592 -1.03240 -0.922
C 4.94294 -1.88299 -2.56190 -0.270
C 3.22563 -0.64201 -1.38856 -0.190
C 3.87377 -1.83700 -1.66758 -0.144
C -4.32444 3.07228 0.99552 -0.027
C -3.42385 1.13034 1.47212 0.322
C 1.65029 -1.60038 3.00451 0.090
C 1.47310 4.51739 2.44801 -0.752
C -3.91379 3.13384 2.28149 -0.092
C -3.03886 -0.19923 -3.80987 -0.083
C 0.68960 -2.69036 2.83547 0.179
C 0.95824 -3.97022 3.28539 -0.226
C 1.45976 1.74381 2.64673 -0.053
C -4.05608 0.00294 -2.94482 -0.048
C 4.65539 0.50069 -2.86684 0.278
B -4.61201 1.31986 -0.85503 0.200
H -2.20113 0.67469 3.77307 0.249
H 1.23278 4.43152 1.39171 0.240
H -4.80397 3.80979 0.37894 0.235
H 5.46009 -2.80342 -2.79181 0.233
H 1.93630 -4.20684 3.68053 0.228
H 0.12036 0.65824 -3.06590 0.251
H -5.45515 0.48281 -0.64755 -0.044
H -3.75222 1.16693 4.49083 0.205
H 7.23728 1.36848 -4.02938 0.163
H -5.09711 -0.25507 -3.01906 0.235
H -3.95875 3.92542 3.00742 0.225
H -3.00776 -0.67669 -4.77276 0.224
H 0.55760 4.59995 3.02787 0.228
H -2.40139 2.32877 4.36884 0.217
H -2.11773 -5.24641 2.70763 0.233
H 6.10802 1.06754 -5.40114 0.164
H -5.06539 2.29935 -1.39684 -0.054
H 2.09191 5.39796 2.61663 0.229
H 2.59674 -1.76523 3.51075 0.209
H 3.09057 1.48843 -1.76235 0.254
H -1.99558 -1.68134 -1.27654 0.223
H -0.35831 -1.57911 -1.93892 0.209
H 0.12023 -5.92455 3.58947 0.225
H -0.58233 1.17547 -4.60892 0.209
H -2.40677 -2.94951 1.83574 0.234
H -0.35904 -0.55941 -4.27669 0.210
H 3.52548 -2.73781 -1.18115 0.240
```

The LUMO energy comes out at -0.91 eV. For the maximum force, the calculation gives 1.549 eV/Å. For the HOMO-LUMO gap, the calculation gives 6.86 eV. The net charge is 0. For the highest occupied orbital energy, the calculation gives -7.8 eV. The value obtained for the energy above the lowest of the compared OMol25 structures with the same formula, charge and spin is 16.7 kcal/mol.

=====

Formula: C26H28N11O2SSeSnTe4
Source: the OMol25 dataset
Level of theory: wB97M-V/def2-TZVPD

```
74
Properties=species:S:1:pos:R:3:lowdin_charge:R:1
Te 0.08861 -3.75985 -3.52653 -0.313
Te -1.80422 -1.96138 -3.19116 0.184
Te 0.33060 -5.84837 -5.10199 -0.456
Te 0.19165 -1.80564 -1.85350 0.155
Sn 0.20096 0.06022 -0.33996 0.698
Se 0.01562 1.76525 2.02545 0.920
S -1.71310 2.02975 -0.80141 0.529
O -1.72950 0.82726 -1.66879 -0.503
O -2.34748 1.72020 0.44598 -0.328
N 2.19232 -0.46317 2.87428 0.103
N -0.43928 4.54626 1.90013 -0.118
N 3.26280 1.83064 1.28985 0.106
N -0.21056 2.47167 -0.76464 -0.240
N 1.50811 -1.37400 0.98295 -0.031
N -1.89315 -0.97255 0.38350 -0.084
N 0.60485 1.28414 -2.57370 0.009
N -5.22285 6.18977 -3.03907 0.091
N -2.03359 3.42870 2.93029 -0.122
N -0.15663 3.50389 -2.82091 0.146
N 2.24613 0.97991 -0.48782 0.005
C -3.16568 -0.86437 -0.00847 -0.171
C -4.33633 5.22528 -2.60759 -0.329
C 0.76221 1.20416 -3.89036 -0.104
C -3.30981 5.55226 -1.71409 -0.026
C -3.68077 2.90234 -2.50403 -0.035
C -3.96229 -0.82824 2.22594 -0.086
C -1.65280 -0.91397 1.69118 -0.248
C -4.49789 3.89516 -3.00968 -0.028
C -2.85483 2.34521 3.36226 -0.056
C -1.39328 5.44997 2.32780 -0.070
C 2.59920 2.27092 -0.75271 -0.128
C 1.59940 -1.65893 3.19573 -0.074
C -2.49515 4.55410 -1.22105 -0.066
C -0.84943 3.28770 2.26165 -0.661
C -2.36699 4.76409 2.94978 -0.057
C 2.55665 0.78305 0.78096 -0.419
C -2.65001 -0.92792 2.64717 -0.087
C 3.24736 2.80085 0.31881 -0.087
C 1.18373 -2.20760 2.02041 -0.132
C -4.22485 -0.74682 0.87054 -0.052
C 0.44696 2.24462 -4.74215 -0.030
C 0.71478 4.83809 1.10405 -0.061
C 2.10764 -0.33027 1.52222 -0.447
C 0.00729 3.40638 -4.13011 -0.119
C -2.68746 3.23803 -1.60292 -0.290
C 0.13151 2.42446 -2.08581 -0.587
H 1.49483 -1.99389 4.20871 0.112
H -3.05943 2.40761 4.43442 0.097
H 0.79815 4.10172 0.30328 0.046
H 1.62356 4.82294 1.71307 0.083
H -3.15768 6.58345 -1.42074 0.105
H 3.64439 1.89990 2.21423 0.145
H -3.79008 2.31277 2.79957 0.101
H 3.70138 3.76394 0.45546 0.113
H 2.34531 2.74353 -1.67803 0.108
H -3.79403 1.86979 -2.80741 0.122
H -1.28105 6.50348 2.15130 0.113
H 0.67639 -3.13518 1.83441 0.125
H -0.25778 4.30050 -4.68467 0.105
H -4.77022 -0.81236 2.94732 0.102
H 0.60867 5.81646 0.63843 0.093
H -5.23290 -0.63955 0.49513 0.104
H -5.78442 5.96963 -3.84276 0.086
H -5.27143 3.64751 -3.72463 0.108
H -1.67295 4.77727 -0.55571 0.097
H -2.37924 -1.01779 3.69164 0.109
H -2.34100 1.41176 3.15828 0.017
H -3.32033 -0.87412 -1.07668 0.026
H 2.59779 0.19696 3.51226 0.141
H 1.15130 0.25253 -4.24712 0.114
H -0.62593 -0.96478 2.00251 0.026
H 0.54241 2.14530 -5.81056 0.099
H -4.95117 7.15330 -2.95608 0.085
H -3.27375 5.09574 3.41941 0.117
```

The LUMO energy comes out at 1.53 eV. For the maximum force, the calculation gives 6.514 eV/Å. For the HOMO-LUMO gap, the calculation gives 3.42 eV. The net charge is -1. For the highest occupied orbital energy, the calculation gives -1.9 eV. The value obtained for the energy above the lowest of the compared OMol25 structures with the same formula, charge and spin is 257.4 kcal/mol.

=====

The highest net charge belongs to which entry?
C25H27BClN7O4S4Zr

=====

The lowest net charge belongs to which entry?
C26H28N11O2SSeSnTe4

=====

Which value of maximum force does entry 2 give?
6.514 eV/Å